Below is C5H8N2O in the gas phase in a non-equilibrium geometry, with properties calculated with ωB97M-V with the def2-TZVPD basis set.

```
! RIJCOSX wB97M-V def2-TZVPD def2/J DEFGRID3
* xyz 0 1
C -1.0691 -1.4040 0.0639
C -0.1388 1.7106 -0.0978
C 1.0826 0.8047 0.3767
C 1.7427 -0.4068 -0.2964
C 0.2354 -0.7443 -0.0662
H -1.5121 -2.0824 0.7921
H -1.1885 -1.8217 -0.9774
H -2.5558 0.0485 0.2097
H 0.1420 2.5884 -0.4657
H 1.8374 1.4239 1.0752
H 2.4095 -0.8877 0.5782
H 1.9465 -0.5418 -1.5036
H -0.1827 -0.1616 -0.9587
N -1.6284 0.0914 0.2910
N -1.3322 1.3458 -0.1581
O 0.2117 0.0370 1.1371
*
```

Computed properties:
HOMO level = -0.3013 Ha
ΔE to the lowest compared entry with this formula, charge and spin = 9.691 eV
Gap between HOMO and LUMO = 9.09 eV
Total energy = -379.732049 hartree

Below is a molecular structure, C29H29CeF3N6O3S5 in a non-equilibrium geometry, with properties calculated with ωB97M-V with the def2-TZVPD basis set.

```
! RIJCOSX wB97M-V def2-TZVPD def2/J DEFGRID3
* xyz 1 2
Ce -0.4196 1.3261 0.5058
C 1.9312 0.0553 5.2360
C 2.2591 1.3668 4.5256
S 2.1428 1.5588 2.7352
C 3.0316 0.1482 2.0775
C 2.3242 -1.2278 2.1314
S 0.5343 -1.0867 2.1645
C -0.0141 -2.4057 3.2231
C 0.3190 -2.1860 4.7129
S 0.2069 -0.5002 5.3326
H 2.2763 0.1823 6.2638
H 2.5366 -0.7530 4.8277
H 3.2945 1.6058 4.7823
H 1.6596 2.1858 4.9289
H 4.0078 0.0648 2.5596
H 3.2385 0.4152 1.0393
H 2.6384 -1.7877 3.0118
H 2.6237 -1.8134 1.2612
H 0.3975 -3.3588 2.8832
H -1.0919 -2.4746 3.0726
H 1.3139 -2.5718 4.9388
H -0.3680 -2.7855 5.3122
N -1.4656 -2.0884 -3.1378
C -0.7731 -3.3235 -3.1424
C -0.6644 -4.0876 -4.2901
C 0.0378 -5.2841 -4.2419
C 0.6579 -5.6867 -3.0680
C 0.5734 -4.8919 -1.9334
C -0.1725 -3.7206 -1.9604
S -0.4034 -2.7854 -0.4981
N -0.6061 -1.1865 -1.1267
C -1.1038 -1.0659 -2.2986
C -1.3194 0.3139 -2.8497
C -1.2575 0.5581 -4.2105
C -1.4320 1.8556 -4.6712
C -1.6844 2.8573 -3.7567
C -1.7180 2.5271 -2.4102
N -1.5235 1.2874 -1.9570
H -1.9349 -1.8288 -3.9878
H -1.1296 -3.7598 -5.2121
H 0.1134 -5.8973 -5.1294
H 1.2138 -6.6133 -3.0343
H 1.0736 -5.1905 -1.0204
H -1.0212 -0.2339 -4.9069
H -1.3612 2.0709 -5.7289
H -1.8340 3.8843 -4.0568
H -1.8969 3.2940 -1.6701
N 4.8960 3.3287 -5.0062
C 4.1934 2.9980 -4.1590
C 3.2854 2.5783 -3.1139
C 2.9081 3.4696 -2.1187
C 2.0090 3.0531 -1.1397
C 1.4620 1.7620 -1.1287
C 1.8947 0.8891 -2.1395
C 2.7929 1.2745 -3.1237
H 3.3144 4.4729 -2.1167
H 1.7411 3.7763 -0.3758
H 1.5333 -0.1348 -2.1653
H 3.1138 0.5844 -3.8940
N -4.7157 -0.2439 1.2210
C -4.3498 -0.4662 2.5318
C -2.9957 -0.3987 2.5473
N -2.5224 -0.1271 1.2732
C -3.5921 -0.0408 0.5150
H -5.6507 -0.2219 0.8515
H -5.0729 -0.6507 3.3056
H -2.3282 -0.4832 3.3894
H -3.5951 0.1685 -0.5430
F -1.4587 3.9652 4.0396
C -1.9047 3.1684 3.0879
F -3.2007 2.9580 3.2254
F -1.2501 1.9863 3.1775
S -1.5206 3.8373 1.4286
O -0.0785 3.4969 1.3133
O -1.9131 5.1907 1.3424
O -2.2062 2.8473 0.5479
*
```

Computed properties:
HOMO level (spin up / spin down) = -0.3831 / -0.3831 Ha
ΔE to the lowest compared entry with this formula, charge and spin = 0.802 eV
Gap between HOMO and LUMO (spin up / spin down) = 7.46 / 7.46 eV
⟨S²⟩ = 0.751
Total energy = -4442.306040 hartree

Below is a molecular structure, C22H36ClHgN4O6S2Si, with properties calculated with ωB97M-V with the def2-TZVPD basis set.

```
! RIJCOSX wB97M-V def2-TZVPD def2/J DEFGRID3
* xyz -2 2
Hg 0.4002 0.2423 -1.8400
C 1.9627 5.0909 1.9395
Si 3.0687 4.8293 0.4487
C 2.5611 5.9014 -1.0020
C 4.7746 5.4605 0.9761
C 3.2620 3.0491 -0.0814
C 4.4959 2.4138 -0.1113
C 4.6350 1.1170 -0.6086
C 3.5078 0.4947 -1.1020
N 2.3103 1.0724 -1.0827
C 2.1434 2.3109 -0.5683
S 0.5265 2.8846 -0.5933
H 1.9748 6.1424 2.2503
H 2.3029 4.4802 2.7830
H 0.9362 4.8022 1.7072
H 2.4175 6.9471 -0.7068
H 1.6296 5.5304 -1.4355
H 3.3326 5.8661 -1.7787
H 4.7064 6.5099 1.2839
H 5.4958 5.3990 0.1524
H 5.1760 4.8888 1.8216
H 5.3751 2.9398 0.2525
H 5.5932 0.6169 -0.6325
H 3.5436 -0.4989 -1.5352
C -5.5556 -2.2465 3.1934
C -4.8941 -3.4969 3.7628
S -3.2454 -3.1687 4.3986
O -3.2150 -1.8028 4.8839
O -2.9319 -4.2163 5.3434
C -2.2330 -3.2950 2.9520
C -0.7896 -2.8699 3.2427
N -0.0744 -2.6650 1.9999
C 0.1521 -1.4404 1.4174
N 0.8010 -1.5641 0.2929
C 1.0152 -2.9144 0.1005
C 0.4679 -3.6248 1.1461
N 0.3921 -4.9849 1.3431
O -0.3876 -5.4558 2.2800
O 1.0715 -5.7394 0.5620
C -0.2895 -0.1510 2.0222
H -6.6235 -2.4126 3.0422
H -5.1140 -1.9624 2.2365
H -5.4235 -1.4146 3.8834
H -4.7683 -4.2845 3.0171
H -5.4284 -3.8963 4.6249
H -2.6912 -2.6339 2.2097
H -2.2177 -4.3365 2.6199
H -0.3097 -3.6541 3.8159
H -0.7803 -1.9395 3.8078
H 1.5263 -3.3056 -0.7637
H 0.1205 -0.0131 3.0274
H -1.3802 -0.0836 2.0953
H 0.0603 0.6647 1.3883
C -3.2862 -0.7154 -1.4199
C -2.5235 -0.4657 -2.7219
C -3.2815 -1.0809 -3.9018
C -1.1102 -1.0356 -2.6232
H -4.2414 -0.1796 -1.3989
H -2.6859 -0.3920 -0.5632
H -3.4904 -1.7857 -1.3082
H -2.4770 0.6139 -2.8920
H -3.3898 -2.1624 -3.7603
H -2.7431 -0.9056 -4.8364
H -4.2831 -0.6411 -3.9970
H -0.7169 -1.2628 -3.6172
H -1.1035 -1.9634 -2.0449
Cl 1.4844 -1.1356 -7.0049
C 1.9245 0.4179 -6.2089
C 1.4684 0.4501 -4.7306
O 0.4993 1.2034 -4.4854
O 2.1293 -0.2575 -3.9340
H 1.4346 1.2102 -6.7631
H 3.0060 0.5053 -6.2709
*
```

Computed properties:
HOMO level (spin up / spin down) = -0.0136 / -0.1044 Ha
ΔE to the lowest compared entry with this formula, charge and spin = 0.502 eV
Gap between HOMO and LUMO (spin up / spin down) = 4.25 / 6.72 eV
⟨S²⟩ = 0.763
Total energy = -3229.886467 hartree

Below is 2 unconnected molecules or ions with the total composition C2H9N3O in a non-equilibrium geometry, with properties calculated with ωB97M-V with the def2-TZVPD basis set.

```
! RIJCOSX wB97M-V def2-TZVPD def2/J DEFGRID3
* xyz 2 1
C -0.0794 0.6635 0.1506
C 1.0070 0.4024 -0.7844
N -0.5745 1.7650 0.5265
N -1.2188 -1.0702 1.1132
N 1.5695 -0.9732 -0.7008
O -2.4067 -0.9643 0.6633
H 0.4227 0.5672 -1.8163
H 1.6933 1.1571 -0.9673
H -0.3001 2.7024 0.2067
H -1.2867 1.8783 1.3614
H -1.1919 -0.5211 2.0344
H 0.8672 -1.4707 -0.0027
H 2.5641 -0.9904 -0.2258
H 1.6512 -1.4065 -1.6198
H -2.7171 -1.7395 0.0608
*
```

Computed properties:
HOMO level (spin up / spin down) = -0.6864 / -0.6865 Ha
ΔE to the lowest compared entry with this formula, charge and spin = 5.034 eV
Gap between HOMO and LUMO (spin up / spin down) = 8.94 / 8.95 eV
Total energy = -320.253020 hartree

Below is C5H10O in the gas phase in a non-equilibrium geometry, with properties calculated with ωB97M-V with the def2-TZVPD basis set.

```
! RIJCOSX wB97M-V def2-TZVPD def2/J DEFGRID3
* xyz 0 1
C -0.6695 -1.1607 0.9835
C 0.4285 -0.2580 0.3074
O 1.7566 -0.6856 0.7102
C 0.0521 1.1773 0.4548
C -0.5882 1.0768 -0.8840
C 0.3214 -0.0439 -1.2062
H -1.8015 -1.0190 0.6916
H -0.4365 -2.2529 0.8459
H -0.7231 -0.9902 2.0801
H 2.0266 -1.4073 0.1214
H -0.5029 1.5948 1.3707
H 0.9344 1.8118 0.3539
H -0.4517 1.9279 -1.5209
H -1.6097 0.8361 -0.9434
H 1.2930 0.3218 -1.6180
H -0.0295 -0.9289 -1.7470
*
```

Computed properties:
HOMO level = -0.3675 Ha
ΔE to the lowest compared entry with this formula, charge and spin = 1.502 eV
Gap between HOMO and LUMO = 11.03 eV
Structure (SMILES) = CC1(O)CCC1
Total energy = -271.697407 hartree

Below is C20H15F3N4O in the gas phase in a non-equilibrium geometry, with properties calculated with ωB97M-V with the def2-TZVPD basis set.

```
! RIJCOSX wB97M-V def2-TZVPD def2/J DEFGRID3
* xyz 0 1
F -1.1571 -6.1873 5.9292
C -1.9577 -6.2485 4.7852
F -2.7645 -5.1641 4.8064
F -2.8313 -7.2993 4.9126
C -1.1732 -6.4499 3.4824
O -0.0783 -5.5520 3.2468
C -0.3137 -4.3992 2.4896
C 0.8449 -3.7293 2.0944
C 0.8437 -2.5508 1.3536
C -0.3669 -1.9935 0.9218
C -0.3701 -0.7137 0.1599
C -1.3877 0.2209 0.3761
C -1.3955 1.4290 -0.3331
C -0.3402 1.7548 -1.1642
N -0.0415 2.8705 -1.9014
C 1.1790 2.6482 -2.5296
C 1.7594 3.5760 -3.5842
C 1.5652 5.0539 -3.2340
C 2.0578 5.6061 -2.0541
N 1.9253 6.8901 -1.7594
C 1.3568 7.6357 -2.7199
N 0.9155 7.2164 -3.9151
C 1.0171 5.9434 -4.1617
N 1.6133 1.4454 -2.2752
C 0.6978 0.8387 -1.3917
C 0.6448 -0.4084 -0.7787
C -1.5541 -2.6741 1.2730
C -1.5399 -3.8189 2.0904
H -1.8600 -6.4307 2.6570
H -0.7364 -7.4580 3.4399
H 1.8040 -4.1425 2.4008
H 1.7791 -2.0372 1.2280
H -2.1609 0.0678 1.1263
H -2.2292 2.0894 -0.1822
H -0.6006 3.7123 -1.9782
H 2.7840 3.3162 -3.7296
H 1.2985 3.3582 -4.5469
H 2.5518 4.9638 -1.3616
H 1.1812 8.6980 -2.4985
H 0.6220 5.6095 -5.1290
H 1.4326 -1.1238 -0.9364
H -2.5530 -2.2955 0.9672
H -2.4622 -4.2677 2.4237
*
```

Computed properties:
HOMO level = -0.2998 Ha
ΔE to the lowest compared entry with this formula, charge and spin = 0.000 eV
Gap between HOMO and LUMO = 8.56 eV
Structure (SMILES) = FC(F)(F)COc1ccc(-c2ccc3[nH]c(Cc4cncnc4)nc3c2)cc1
Total energy = -1365.027037 hartree

Below is 9 unconnected molecules or ions with the total composition C18H57N3O12 in a non-equilibrium geometry, with properties calculated with ωB97M-V with the def2-TZVPD basis set.

```
! RIJCOSX wB97M-V def2-TZVPD def2/J DEFGRID3
* xyz 0 1
C 3.6757 -3.2836 -0.7697
O 4.4407 -2.0818 -0.6284
C 3.8663 -1.1901 0.2915
C 4.0427 -1.6928 1.7393
N 5.4348 -1.9300 2.0302
C 5.7137 -2.5079 3.2894
C 5.6040 -1.5361 4.4328
O 4.2452 -1.5131 4.8162
C 4.0120 -0.6222 5.8813
H 2.5642 -3.1135 -0.6525
H 3.9425 -3.9784 0.0573
H 3.8244 -3.6398 -1.7817
H 2.8327 -1.0580 0.1354
H 4.4663 -0.2332 0.1421
H 3.4189 -2.5745 1.8777
H 3.6648 -0.9316 2.4597
H 5.8699 -2.4024 1.2212
H 6.7974 -2.7089 3.3221
H 5.1104 -3.4434 3.4956
H 5.8789 -0.5832 3.9776
H 6.3083 -1.7943 5.3317
H 3.2137 -0.9918 6.4863
H 3.7520 0.3590 5.5278
H 4.8838 -0.5784 6.5354
C 2.5634 1.7391 -4.1399
O 1.9446 0.7857 -3.3018
C 1.6921 1.2042 -2.0044
C 0.5208 2.1569 -1.8617
N -0.6172 1.5993 -2.5247
C -1.8941 2.2233 -2.3057
C -2.9582 1.6158 -3.2047
O -2.5088 1.7484 -4.5465
C -3.4736 1.4635 -5.5741
H 2.7986 1.3548 -5.1485
H 3.4966 2.0071 -3.6411
H 1.8416 2.5806 -4.1731
H 2.5548 1.7654 -1.5340
H 1.5104 0.2403 -1.4933
H 0.7393 3.1257 -2.2716
H 0.2786 2.2151 -0.8209
H -0.4317 1.5556 -3.5498
H -1.8358 3.3301 -2.4725
H -2.1316 2.0152 -1.3072
H -3.8809 2.2163 -3.0344
H -3.2377 0.6180 -2.9462
H -3.6577 2.3389 -6.2154
H -4.3606 1.1387 -5.0614
H -3.1159 0.6698 -6.2715
C -3.5914 3.9075 1.5947
O -3.9502 2.8486 2.4520
C -2.8679 2.0797 2.7896
C -2.2933 1.2252 1.6544
N -3.1455 0.3567 0.8098
C -4.1042 -0.4232 1.6651
C -4.8307 -1.4166 0.7954
O -5.4419 -0.7543 -0.2820
C -6.0860 -1.5931 -1.2010
H -3.4710 3.5567 0.5393
H -2.7293 4.4193 1.9385
H -4.3544 4.6390 1.5454
H -3.2370 1.4738 3.5876
H -2.0124 2.6557 3.1789
H -1.4404 0.6100 1.9216
H -1.8693 1.9278 0.8809
H -3.5676 0.9971 0.1246
H -4.7565 0.3488 2.0592
H -3.4647 -0.9653 2.4129
H -5.6850 -1.8555 1.4033
H -4.1358 -2.1696 0.4965
H -6.6353 -2.3649 -0.6908
H -5.4235 -2.0670 -1.8934
H -6.8138 -0.9165 -1.6638
O 0.7468 0.0813 3.2107
H 1.5567 0.0576 3.7499
H 0.6331 -0.7918 2.8451
O -0.8819 -0.7207 -0.7354
H -0.5386 -0.0680 -1.4363
H -1.7322 -0.2971 -0.4267
O 2.4713 1.8073 1.8158
H 1.6667 1.2543 2.0134
H 3.1097 1.2363 1.3976
O 0.5925 -1.0456 -4.8629
H -0.2995 -0.8185 -4.7454
H 1.0157 -0.6103 -4.1259
O -2.3168 -2.7351 -2.7979
H -1.8453 -2.1911 -2.1335
H -1.5967 -3.3084 -3.2191
O -0.1080 -1.8844 1.5490
H -0.1422 -1.4219 0.6716
H 0.1759 -2.7415 1.2974
*
```

Computed properties:
HOMO level = -0.3221 Ha
ΔE to the lowest compared entry with this formula, charge and spin = 1.096 eV
Gap between HOMO and LUMO = 9.30 eV
Structure (SMILES) = COCCNCCOC.COCCNCCOC.COCCNCCOC.O.O.O.O.O.O
Total energy = -1786.994687 hartree

Below is 6 unconnected molecules or ions with the total composition C30H62N6O6 in a non-equilibrium geometry, with properties calculated with ωB97M-V with the def2-TZVPD basis set.

```
! RIJCOSX wB97M-V def2-TZVPD def2/J DEFGRID3
* xyz 0 1
C 4.0272 -0.7048 -6.6910
C 2.7172 -0.7871 -7.0795
C 1.9454 -0.4802 -5.9744
N 2.7502 -0.3092 -4.9458
C 4.0766 -0.3646 -5.3499
H 4.8968 -1.0780 -7.2116
H 2.2650 -1.2644 -7.9363
H 0.8691 -0.4029 -5.9300
H 2.4940 -0.2500 -3.9706
H 4.8520 -0.3067 -4.6003
C 4.7760 3.3120 4.4713
C 4.7396 2.0560 5.0984
C 3.6302 1.3933 4.5439
N 3.0845 2.2372 3.5511
C 3.8461 3.4160 3.4682
H 5.5290 4.0582 4.6774
H 5.4003 1.6943 5.8724
H 3.2121 0.4033 4.6517
H 2.3395 2.0358 2.8995
H 3.6139 4.1640 2.7245
C 0.4325 1.5484 1.4928
O 0.0577 1.6953 2.9050
C -1.1476 2.4813 3.0569
C -1.3538 2.6902 4.6006
N -1.4726 1.3940 5.2292
C -1.1563 1.5494 6.6897
C 0.3262 1.2834 6.9692
O 0.6658 -0.0116 6.3896
C 0.2905 -1.1707 7.1134
H 1.3828 1.0155 1.4623
H 0.8645 2.4314 1.0218
H -0.3595 1.1591 0.8531
H -1.9329 2.0382 2.4446
H -1.0100 3.4566 2.5899
H -2.2278 3.3298 4.7240
H -0.4242 3.1370 4.9531
H -0.7723 0.8163 4.7865
H -1.6441 0.7700 7.2751
H -1.5591 2.4946 7.0535
H 0.3648 1.2417 8.0578
H 0.9663 2.1300 6.7209
H 1.0386 -1.9472 6.9536
H -0.6555 -1.6002 6.7837
H 0.2024 -0.9527 8.1777
C 0.3564 -2.9369 2.2925
O 0.0072 -3.3170 0.9628
C 0.6337 -4.4822 0.4873
C 0.9423 -4.3342 -1.0241
N -0.2085 -3.7625 -1.7711
C -1.0797 -4.8508 -2.2168
C -2.3983 -4.1526 -2.7680
O -3.0618 -3.6654 -1.6410
C -4.4139 -3.3079 -1.5728
H 0.1847 -3.6300 3.1160
H -0.3219 -2.1022 2.4693
H 1.3823 -2.5866 2.4062
H -0.0179 -5.3183 0.7409
H 1.5702 -4.6546 1.0178
H 1.4180 -5.1903 -1.5026
H 1.5569 -3.4366 -0.9556
H -0.7616 -3.2589 -1.0924
H -1.1635 -5.4887 -1.3370
H -0.5187 -5.4050 -2.9692
H -3.0368 -4.8020 -3.3670
H -2.0556 -3.3498 -3.4208
H -4.6511 -2.8238 -0.6254
H -5.1212 -4.1371 -1.5538
H -4.6355 -2.5981 -2.3699
C -2.8425 -0.0468 -4.8280
O -1.9324 0.3265 -3.8492
C -1.4267 -0.6764 -3.0505
C -0.3243 -0.1959 -2.0948
N 0.6496 0.5354 -2.9495
C 1.5444 1.3499 -2.1542
C 2.6987 0.5303 -1.5186
O 3.4951 1.4515 -0.9374
C 4.2496 0.9918 0.2308
H -2.6090 -0.9883 -5.3251
H -2.7777 0.7094 -5.6104
H -3.8888 -0.0757 -4.5238
H -0.8033 -1.2140 -3.7650
H -2.1112 -1.3754 -2.5699
H 0.1815 -1.0042 -1.5666
H -0.7287 0.3741 -1.2583
H 0.2040 0.9684 -3.7457
H 0.8914 1.9150 -1.4890
H 1.9274 2.0352 -2.9103
H 3.3505 0.0220 -2.2291
H 2.3052 -0.2325 -0.8468
H 4.9926 0.2050 0.1007
H 3.4639 0.6251 0.8913
H 4.6620 1.8660 0.7345
C -5.7832 2.8358 -2.2799
C -4.4853 2.7474 -3.2006
C -3.1783 3.3155 -2.5723
C -2.9201 2.8945 -1.1978
N -2.7233 2.6225 -0.0825
H -5.6735 2.3199 -1.3260
H -6.7045 2.6270 -2.8237
H -5.8026 3.8786 -1.9631
H -4.6887 3.3293 -4.0995
H -4.3118 1.6970 -3.4347
H -3.1035 4.3920 -2.4186
H -2.3436 3.0335 -3.2141
*
```

Computed properties:
HOMO level = -0.2853 Ha
ΔE to the lowest compared entry with this formula, charge and spin = 0.000 eV
Gap between HOMO and LUMO = 8.30 eV
Structure (SMILES) = c1cc[nH]c1.c1cc[nH]c1.COCCNCCOC.COCCNCCOC.COCCNCCOC.CCCC#N
Total energy = -1959.959834 hartree

Q: Which formula does entry 1 have?
A: C5H8N2O